w:
A cluster of 2 separate species, C5H16N2O in total, computed with the ωB97M-V functional and the def2-TZVPD basis.

Last column: natural (NBO) charge in e.
Cartesian coordinates (Å):
N (-0.4984, -2.1893, -1.2689)  -0.821
C (-0.4384, -0.9292, -0.4641)  -0.223
C (1.0770, -0.5532, -0.2858)  -0.285
N (1.3598, 0.4455, 0.7157)  0.065
C (0.6433, 1.7638, 0.3889)  -0.250
C (-0.6415, 2.0734, 1.1059)  -0.635
C (1.1809, 0.0023, 2.0886)  -0.490
H (-1.3552, -2.6385, -0.9495)  0.385
H (0.2996, -2.7282, -0.9400)  0.359
H (-0.7531, -0.1613, -1.1767)  0.227
H (-0.9731, -1.0823, 0.4689)  0.205
H (1.5739, -1.4903, -0.0252)  0.224
H (1.5205, -0.1890, -1.2172)  0.250
H (0.5483, 1.7338, -0.6959)  0.226
H (1.4912, 2.4464, 0.5574)  0.254
H (-1.3890, 1.3467, 0.8123)  0.234
H (-0.8938, 3.0891, 0.7977)  0.269
H (-0.5479, 2.1071, 2.1920)  0.234
H (1.2340, 0.8489, 2.7761)  0.246
H (0.1933, -0.4215, 2.3134)  0.266
H (1.9565, -0.7107, 2.3572)  0.259
H (-1.6176, -0.2198, -3.4512)  0.463
H (-1.7310, -1.6797, -2.9853)  0.484
O (-2.2395, -0.8640, -3.1142)  -0.945

Its gap between HOMO and LUMO (spin up / spin down) is 11.144 / 6.284 eV. As for the expectation value of S²: 0.754. The total charge is +1. The multiplicity is 2.



x:
A cluster of 2 separate species, C5H16N2O in total, computed with the ωB97M-V functional and the def2-TZVPD basis.

Last column: natural (NBO) charge in e.
Cartesian coordinates (Å):
C (-1.9822, -0.1266, -0.9349)  -0.480
N (-0.8950, 0.2961, -0.0474)  0.051
C (-1.3493, 1.0765, 1.1008)  -0.473
C (-0.5921, -1.9361, 1.0892)  -0.611
C (0.1115, -0.7781, 0.3487)  -0.077
C (0.8245, -1.2260, -0.9209)  -0.242
N (1.7872, -0.1713, -1.3281)  -0.810
H (-1.8719, -1.1603, -1.2256)  0.246
H (-2.9482, 0.0793, -0.4831)  0.253
H (-1.9476, 0.5282, -1.8083)  0.272
H (-0.6154, 1.8530, 1.3453)  0.271
H (-2.2623, 1.6135, 0.8860)  0.245
H (-1.3163, 0.4265, 1.9680)  0.263
H (-1.0670, -1.6491, 2.0254)  0.230
H (-1.4545, -2.2600, 0.5118)  0.220
H (0.1782, -2.6890, 1.2156)  0.264
H (0.7943, -0.2264, 0.9981)  0.238
H (0.0973, -1.3719, -1.7176)  0.188
H (1.3842, -2.1437, -0.7899)  0.227
H (1.7238, -0.0041, -2.3239)  0.375
H (1.5507, 0.6953, -0.8557)  0.350
H (2.9735, 3.7781, 0.1302)  0.478
H (3.7159, 2.3970, 0.1588)  0.479
O (3.1608, 2.9992, 0.6576)  -0.955

Its gap between HOMO and LUMO (spin up / spin down) is 10.735 / 6.080 eV. As for the expectation value of S²: 0.754. The total charge is +1. The multiplicity is 2.



y:
A cluster of 2 separate species, C5H16N2O in total, computed with the ωB97M-V functional and the def2-TZVPD basis.

Last column: natural (NBO) charge in e.
Cartesian coordinates (Å):
C (1.9482, -0.5199, 0.2509)  -0.666
C (1.3780, -0.9396, -1.0939)  -0.027
C (-0.0705, -0.6211, -1.3064)  -0.571
C (-0.8683, -0.5527, 0.0080)  -0.066
C (-1.2579, -1.5499, 0.8056)  -0.625
N (-1.2302, 0.7995, 0.5504)  -0.724
N (2.1916, -0.1632, -2.2748)  -0.735
H (3.0685, -0.4329, 0.1494)  0.222
H (1.5591, -1.2036, 1.0182)  0.288
H (1.5147, 0.4012, 0.7446)  0.197
H (1.8790, -1.9851, -1.2654)  0.228
H (-0.4976, -1.5608, -1.9766)  0.199
H (-0.4620, 0.2795, -1.8728)  0.243
H (-1.7020, -1.5053, 1.8295)  0.212
H (-1.2713, -2.5916, 0.5130)  0.215
H (-1.5364, 1.3326, -0.1997)  0.408
H (-2.0758, 0.8385, 1.2912)  0.467
H (-0.2589, 1.0713, 0.8757)  0.433
H (3.1183, -0.5121, -2.1923)  0.427
H (1.7758, -0.2475, -3.2174)  0.444
H (2.2023, 0.8518, -1.9859)  0.420
H (-2.7628, 3.0850, 2.8610)  0.489
H (-1.4856, 2.5414, 3.2228)  0.473
O (-2.0715, 2.5353, 2.5362)  -0.950

Its gap between HOMO and LUMO (spin up / spin down) is 3.746 / 8.841 eV. As for the expectation value of S²: 0.755. The total charge is +1. The multiplicity is 2.



Which structure is the least stable? The one labeled y.



w:
The molecule C18H19ClN2O3, computed with the ωB97M-V functional and the def2-TZVPD basis.

Last column: natural (NBO) charge in e.
Cartesian coordinates (Å):
O (2.1740, -2.3567, 1.0438)  -0.606
C (2.2130, -1.1273, 1.0018)  0.573
C (1.0091, -0.3456, 1.5071)  -0.323
N (0.4977, 0.5815, 0.5115)  -0.446
C (0.0806, -0.0519, -0.7268)  -0.227
C (-1.2608, -0.7827, -0.6022)  -0.234
N (-2.2790, 0.1404, -0.1378)  -0.464
C (-3.6051, -0.0615, -0.4751)  0.287
C (-3.9577, -0.3590, -1.7985)  -0.285
C (-5.2780, -0.5045, -2.1662)  -0.171
C (-6.3004, -0.3511, -1.2433)  -0.280
C (-5.9551, -0.0535, 0.0620)  0.004
Cl (-7.2018, 0.1357, 1.2504)  -0.003
C (-4.6379, 0.0859, 0.4567)  -0.335
C (-1.9270, 0.7321, 1.1348)  -0.239
C (-0.5677, 1.4371, 0.9949)  -0.217
C (3.3758, -0.4021, 0.5224)  -0.271
C (3.4246, 1.0007, 0.4790)  -0.127
C (4.5366, 1.6662, 0.0360)  -0.313
C (5.6619, 0.9439, -0.3839)  0.370
O (6.7388, 1.6368, -0.8084)  -0.650
C (5.6422, -0.4389, -0.3542)  -0.384
C (4.5157, -1.1276, 0.0915)  0.410
O (4.5638, -2.4590, 0.0950)  -0.662
H (1.3240, 0.2361, 2.3799)  0.222
H (0.2715, -1.0913, 1.8431)  0.197
H (0.8560, -0.7490, -1.0494)  0.209
H (-0.0107, 0.7391, -1.4771)  0.204
H (-1.5405, -1.1995, -1.5672)  0.217
H (-1.1575, -1.6200, 0.1068)  0.179
H (-3.1907, -0.4543, -2.5510)  0.212
H (-5.5215, -0.7306, -3.1936)  0.217
H (-7.3337, -0.4587, -1.5290)  0.227
H (-4.4288, 0.2898, 1.4938)  0.226
H (-2.6710, 1.4828, 1.4020)  0.218
H (-1.8812, -0.0222, 1.9367)  0.174
H (-0.2753, 1.8647, 1.9563)  0.202
H (-0.6749, 2.2502, 0.2701)  0.203
H (2.5556, 1.5592, 0.7823)  0.239
H (4.5733, 2.7424, 0.0014)  0.225
H (7.4455, 1.0320, -1.0686)  0.485
H (6.4972, -1.0173, -0.6738)  0.220
H (3.6995, -2.7921, 0.4470)  0.515

Its gap between HOMO and LUMO is 8.202 eV. The total charge is 0. As for the SMILES: O=C(CN1CCN(c2cccc(Cl)c2)CC1)c1ccc(O)cc1O.



x:
The molecule C18H19ClN2O3, computed with the ωB97M-V functional and the def2-TZVPD basis.

Last column: natural (NBO) charge in e.
Cartesian coordinates (Å):
O (1.1208, 1.9325, 1.4927)  -0.622
C (0.9179, 1.2269, 0.5285)  0.700
N (1.7792, 1.1384, -0.5109)  -0.630
C (3.0999, 1.7286, -0.4584)  -0.247
C (4.1174, 0.7396, 0.0520)  -0.083
C (4.6978, 0.8950, 1.3037)  -0.127
C (5.6092, -0.0269, 1.7879)  -0.225
C (5.9529, -1.1286, 1.0237)  -0.199
C (5.3799, -1.3115, -0.2228)  -0.229
C (4.4684, -0.3823, -0.6927)  -0.024
Cl (3.7575, -0.6417, -2.2567)  -0.017
C (-0.3474, 0.3903, 0.3677)  -0.315
C (-1.1823, 0.8382, -0.8455)  -0.404
C (-2.0416, -0.3362, -1.3400)  -0.221
N (-2.4297, -1.1639, -0.2267)  -0.424
C (-3.6135, -1.1716, 0.4312)  0.636
O (-3.8124, -1.9328, 1.3676)  -0.623
C (-4.6991, -0.2673, 0.0086)  0.143
C (-6.0191, -0.3816, 0.3677)  -0.224
C (-6.6835, 0.7306, -0.1894)  -0.319
C (-5.7250, 1.4500, -0.8361)  0.108
O (-4.5271, 0.8597, -0.7256)  -0.403
C (-1.3254, -1.9128, 0.3462)  -0.219
C (-0.0244, -1.1046, 0.2565)  -0.409
H (1.6351, 0.4386, -1.2218)  0.401
H (3.3709, 2.0702, -1.4618)  0.215
H (3.0406, 2.5828, 0.2185)  0.243
H (4.4190, 1.7486, 1.9022)  0.217
H (6.0489, 0.1135, 2.7632)  0.218
H (6.6632, -1.8514, 1.3946)  0.219
H (5.6344, -2.1693, -0.8261)  0.227
H (-0.9314, 0.5407, 1.2810)  0.235
H (-0.5399, 1.1825, -1.6575)  0.208
H (-1.8238, 1.6694, -0.5528)  0.223
H (-2.9150, 0.0234, -1.8785)  0.237
H (-1.4623, -0.9657, -2.0247)  0.190
H (-6.4379, -1.1717, 0.9551)  0.245
H (-7.7251, 0.9656, -0.1154)  0.233
H (-5.7673, 2.3671, -1.3906)  0.205
H (-1.5896, -2.1222, 1.3854)  0.243
H (-1.2170, -2.8717, -0.1751)  0.196
H (0.4824, -1.3121, -0.6886)  0.190
H (0.6447, -1.4060, 1.0635)  0.232

Its gap between HOMO and LUMO is 9.431 eV. The total charge is 0. As for the SMILES: O=C(NCc1ccccc1Cl)C1CCN(C(=O)c2ccco2)CC1.



Which structure is the least stable? The one labeled w.



w:
A cluster of 2 separate species, C8H12NO2 in total, computed with the ωB97M-V functional and the def2-TZVPD basis.

Last column: natural (NBO) charge in e.
Cartesian coordinates (Å):
C (-2.5720, -1.6111, 1.0786)  -0.282
O (-1.5006, -1.1379, 0.2148)  -0.460
C (-0.7162, -0.1745, 0.6896)  0.494
C (0.0597, 0.5273, -0.2942)  -0.232
C (0.5527, 1.8400, -0.0319)  -0.104
C (1.3287, 2.4827, -1.0077)  -0.211
C (1.5807, 1.8967, -2.2392)  -0.113
C (1.0471, 0.6428, -2.5211)  -0.202
C (0.2651, -0.0416, -1.5796)  -0.149
H (-2.9241, -2.5464, 0.6043)  0.235
H (-2.1891, -1.8367, 2.0850)  0.195
H (-3.4035, -0.8885, 1.1308)  0.225
H (-1.0125, 0.3146, 1.6202)  0.236
H (0.3881, 2.2321, 0.9660)  0.233
H (1.7284, 3.4716, -0.7798)  0.243
H (2.1311, 2.4215, -2.9906)  0.241
H (1.2057, 0.1686, -3.4932)  0.242
H (-0.1083, -1.0571, -1.7632)  0.236
N (0.7176, -1.6782, 1.3680)  -0.520
O (0.8865, -0.5017, 2.1787)  -0.591
H (-0.0517, -2.2788, 1.6675)  0.378
H (0.9295, -1.5780, 0.3373)  0.399
H (1.6570, -0.6674, 2.7598)  0.507

Its gap between HOMO and LUMO is 8.410 eV. The total charge is +1.



x:
A cluster of 2 separate species, C8H12NO2 in total, computed with the ωB97M-V functional and the def2-TZVPD basis.

Last column: natural (NBO) charge in e.
Cartesian coordinates (Å):
C (2.2317, 0.1041, 3.0326)  -0.242
C (0.9625, 0.0991, 2.6698)  -0.295
C (0.3402, -1.0738, -0.8946)  0.919
C (-0.8061, 0.2398, 0.9275)  -0.311
C (0.5827, 0.4372, 1.3377)  -0.100
C (0.2133, -0.8852, 0.4011)  -0.332
C (0.2396, -2.1926, 1.1857)  -0.565
C (-1.6575, 1.7350, -4.2946)  -0.516
N (-0.9971, 1.7834, -3.0698)  0.158
O (0.5785, -1.1099, -2.0006)  -0.280
O (-1.1957, 1.0318, -2.1412)  -0.374
H (2.7402, -0.1098, 4.0107)  0.247
H (2.9052, 0.3744, 2.2079)  0.193
H (0.1802, -0.2184, 3.4173)  0.236
H (-1.5072, -0.1206, 1.6560)  0.247
H (-1.3421, 0.9437, 0.2394)  0.292
H (1.2582, 1.0624, 0.7039)  0.272
H (0.3608, -1.9298, 2.2431)  0.250
H (1.0486, -2.7939, 0.8340)  0.237
H (-0.6223, -2.6902, 1.1258)  0.227
H (-2.5083, 2.4276, -4.0146)  0.271
H (-1.9892, 0.7017, -4.5005)  0.216
H (-1.0161, 2.1842, -5.0766)  0.251

Its gap between HOMO and LUMO is 7.492 eV. The total charge is +1.



Which structure is the least stable? The one labeled x.